Record 1
Below is a cluster of 2 separate species, C11H12Si in total at a distorted geometry, with properties calculated with ωB97M-V/def2-TZVPD.

Last column: Mulliken charge in e.
CARTESIAN COORDINATES (ANGSTROEM)
C: 1.4079 2.0195 0.2311  0.5753
C: -3.6175 0.8845 0.5061  0.0472
C: 0.6036 1.3160 0.8278  -0.1834
C: -2.4613 0.5240 0.3712  -0.4723
C: 3.6182 2.6062 -0.3895  -0.5488
C: -5.7204 1.0638 -0.6062  -0.7180
C: 2.3057 2.8237 -0.5028  -0.6300
C: -4.7363 1.6972 0.0671  -0.1366
C: 1.4772 -2.0103 -0.1529  0.3118
C: 0.8888 -1.7247 0.9986  -0.5543
C: 2.5568 -2.9253 -0.3534  -1.1900
Si: -0.1653 -0.2221 1.3872  0.4897
H: 4.4573 3.2271 -0.9147  0.2480
H: 3.8100 1.8562 0.3750  0.2559
H: -6.6017 1.5292 -0.9835  0.2696
H: -5.7372 0.0507 -0.8572  0.2800
H: 1.8605 3.6941 -0.8940  0.3338
H: -4.7136 2.8496 0.3436  0.2328
H: 1.2867 -1.5502 -1.1307  0.3294
H: 1.4075 -2.1158 1.8991  0.2531
H: 3.4478 -2.4332 -0.8062  0.2687
H: 2.4863 -3.9065 -0.9445  0.2841
H: 2.7988 -3.3114 0.6080  0.3388
H: -0.8002 -0.2891 2.7365  -0.0851

Calculated values
**ΔE to the lowest compared entry with this formula, charge and spin**: 600.36 kJ/mol
**F_max**: 4.00 eV/Å
**Multiplicity**: 1
**Lowest unoccupied orbital energy**: -0.5 eV

***

Record 2
Below is an isolated molecule of C5H7NO at a distorted geometry, with properties calculated with ωB97M-V/def2-TZVPD.

Last column: Mulliken charge in e.
CARTESIAN COORDINATES (ANGSTROEM)
C: -1.8090 -0.5609 0.4114  -1.4547
C: -0.5824 0.0474 -0.2646  0.6101
C: -0.6335 1.5134 -0.2873  0.1417
N: -0.6884 2.6718 -0.2820  -0.4453
C: 0.7439 -0.4365 0.3543  0.4892
O: 0.7229 -1.1779 1.3148  -0.5355
C: 2.0284 0.0051 -0.3024  -1.1499
H: -1.8267 -0.3328 1.4777  0.3147
H: -2.7199 -0.1753 -0.0493  0.4157
H: -1.7902 -1.6478 0.3090  0.3555
H: -0.5341 -0.2813 -1.3095  0.2582
H: 2.7792 -0.7839 -0.2135  0.3778
H: 2.4189 0.8987 0.1982  0.2942
H: 1.8910 0.2599 -1.3568  0.3282

Calculated values
**ΔE to the lowest compared entry with this formula, charge and spin**: 49.29 kJ/mol
**F_max**: 1.46 eV/Å
**Multiplicity**: 1
**SMILES**: CC(=O)[C@@H](C)C#N
**Lowest unoccupied orbital energy**: 0.7 eV

***

Record 3
Below is a structure of composition C23H49Cl20F3NbO2S2 at a distorted geometry, with properties calculated with ωB97M-V/def2-TZVPD.

Last column: Mulliken charge in e.
CARTESIAN COORDINATES (ANGSTROEM)
C: 1.3587 -3.1518 -0.3940  -1.0634
C: 2.2216 -1.9001 -0.7451  0.0682
C: 1.4757 -0.9740 -1.7141  -0.2351
C: 2.3134 0.1629 -2.3056  -0.4814
C: 2.6112 1.3555 -1.3785  -0.1354
C: 1.4753 1.8288 -0.4377  0.3710
C: 1.3602 3.3699 -0.4123  -1.1852
C: 0.5781 4.0093 -1.5661  -0.8840
C: -0.9186 3.6636 -1.6635  -0.2630
C: -1.7191 4.2210 -0.4814  -0.4587
C: -3.2600 4.1088 -0.5767  -0.3635
C: -3.8161 2.7968 -1.1888  -0.4376
Nb: -6.1017 2.8344 -1.1910  -0.9080
S: -6.2908 2.8211 1.2930  -0.5169
S: -6.3792 0.2317 -1.2848  0.9953
O: -5.0719 -0.4229 -1.1363  -0.5972
O: -7.3517 -0.1539 -0.2456  -0.6244
C: -7.1327 -0.4722 -2.8481  0.4458
F: -7.4825 -1.7478 -2.6744  -0.2186
F: -6.2785 -0.4107 -3.8670  -0.2251
F: -8.2191 0.2140 -3.1766  -0.2322
H: 1.6176 -4.0083 -1.0308  0.1465
H: 1.4126 -3.4029 0.6719  0.3584
H: 0.2981 -2.9331 -0.6057  0.2698
H: 3.1394 -2.2846 -1.2191  0.2238
H: 2.4529 -1.3866 0.2003  0.2199
H: 0.5708 -0.6138 -1.1989  -0.0220
H: 1.1154 -1.5894 -2.5587  0.2033
H: 1.8619 0.4918 -3.2558  0.4051
H: 3.2921 -0.2769 -2.5808  -0.0885
H: 3.5419 1.1989 -0.8163  -0.2219
H: 2.8537 2.2172 -2.0287  0.4293
H: 0.4991 1.4001 -0.7027  -0.4574
H: 1.7169 1.5320 0.5962  0.3264
H: 0.8945 3.6734 0.5394  0.4617
H: 2.3774 3.7992 -0.4138  0.3738
H: 1.0771 3.8421 -2.5384  0.3348
H: 0.6246 5.1027 -1.4015  0.4494
H: -1.2946 4.1500 -2.5834  0.3720
H: -1.1137 2.5871 -1.8044  0.2077
H: -1.5097 5.3082 -0.4500  0.2089
H: -1.3606 3.8092 0.4757  0.1602
H: -3.6432 4.1907 0.4551  0.2221
H: -3.6542 4.9558 -1.1549  0.4467
H: -3.4851 1.9228 -0.6077  0.2235
H: -3.4458 2.6843 -2.2212  0.3308
H: -7.9138 3.0880 -1.3760  0.1235
H: -6.0637 2.9136 -2.9896  0.0613
H: -6.0203 4.6331 -1.1524  0.0724
H: -6.4029 1.5193 1.6119  0.1595
C: 6.9972 -0.3424 -1.6772  0.0676
Cl: 6.1868 -0.4266 -3.2485  -0.1899
Cl: 5.8570 -0.0419 -0.3610  -0.1535
H: 7.5260 -1.2729 -1.5010  -0.1432
H: 7.7119 0.4732 -1.7095  0.3661
C: -2.1309 -4.0868 -3.1050  -0.1957
Cl: -2.8573 -5.6986 -3.0138  -0.1740
Cl: -0.3684 -4.1784 -3.2238  -0.1251
H: -2.5114 -3.5857 -3.9876  0.2898
H: -2.3915 -3.5374 -2.2072  0.1941
C: -3.0444 0.5101 2.0382  0.2088
Cl: -2.5121 1.5058 3.4040  -0.2057
Cl: -1.7157 0.1704 0.9231  -0.0175
H: -3.4273 -0.4287 2.4218  0.3596
H: -3.8214 1.0456 1.5017  -0.3461
C: 10.9637 -1.5460 0.3905  -0.1012
Cl: 9.8899 -1.8094 -0.9962  -0.1525
Cl: 10.0873 -0.9897 1.8172  -0.1536
H: 11.4618 -2.4799 0.6258  0.3303
H: 11.6847 -0.7850 0.1271  0.0810
C: 5.1233 -3.9250 2.4375  -0.3904
Cl: 4.3803 -3.8355 0.8417  -0.0264
Cl: 3.9810 -3.5476 3.7346  -0.1448
H: 5.4906 -4.9345 2.5914  0.2732
H: 5.9383 -3.2081 2.4802  0.2903
C: 5.5750 -6.8142 -1.9326  -0.3141
Cl: 3.8597 -6.8364 -1.5113  -0.1262
Cl: 6.5042 -5.7120 -0.9085  -0.1309
H: 5.9731 -7.8152 -1.8102  0.3030
H: 5.6711 -6.4828 -2.9604  0.2575
C: -9.8436 2.6933 2.0693  0.2330
Cl: -10.8684 3.2527 0.7425  -0.1995
Cl: -10.5715 3.0257 3.6532  -0.1946
H: -9.7093 1.6221 1.9682  0.2365
H: -8.8897 3.2043 2.0046  -0.0908
C: 13.4015 0.7559 2.6801  -0.2600
Cl: 13.0745 -0.4033 3.9677  -0.1290
Cl: 13.8349 -0.0451 1.1585  -0.1590
H: 12.5090 1.3487 2.5120  0.2475
H: 14.2332 1.3837 2.9790  0.3153
C: -14.1598 4.5247 2.3934  0.2068
Cl: -13.6239 5.4959 3.7679  -0.1516
Cl: -14.9615 5.5012 1.1537  -0.1709
H: -13.2874 4.0530 1.9525  -0.1201
H: -14.8645 3.7831 2.7518  0.2546
C: 2.0966 -6.2159 6.2916  -0.2480
Cl: 3.8538 -6.1011 6.1250  -0.1416
Cl: 1.2706 -4.7465 5.7630  -0.1295
H: 1.7481 -7.0427 5.6830  0.2510
H: 1.8645 -6.3827 7.3374  0.2677

Calculated values
**F_max**: 2.98 eV/Å
**Multiplicity**: 1
**Charge**: -1
**Lowest unoccupied orbital energy**: 1.0 eV

***

Record 4
Below is an isolated molecule of C22H47N3, with properties calculated with ωB97M-V/def2-TZVPD.

Last column: Mulliken charge in e.
CARTESIAN COORDINATES (ANGSTROEM)
C: -2.6346 -3.5392 -1.0954  -1.2747
H: -2.2557 -2.7117 -1.6896  0.2604
C: -2.4927 -3.2525 0.3947  -0.1701
C: -1.0377 -3.1301 0.8494  -1.0199
C: -0.3069 -1.9634 0.1860  0.9888
H: -0.0525 -2.2089 -0.8458  0.3086
H: -0.9707 -1.0976 0.1561  -1.2022
C: 0.9634 -1.5209 0.9271  -0.8441
N: 1.4734 -0.3348 0.2580  0.2821
H: 1.9520 -0.6413 -0.5849  0.5696
C: 2.3821 0.4747 1.0490  -1.3648
C: 2.9307 1.6474 0.2137  -0.3111
N: 1.8861 2.4387 -0.4128  -0.1103
H: 1.1385 1.8182 -0.6966  0.3260
C: 1.3808 3.6054 0.2737  -0.9918
C: 0.3409 3.4013 1.3935  -0.5967
H: 0.3998 4.2583 2.0697  0.4384
H: 0.5960 2.5122 1.9704  0.1922
C: -1.1037 3.2859 0.9045  -1.0598
H: -1.3754 4.2002 0.3702  0.2611
C: -1.3548 2.0812 -0.0018  0.3379
H: -0.8986 2.2739 -0.9750  0.6486
C: -2.8460 1.7932 -0.2187  0.2993
C: -3.4761 1.1016 0.9915  -0.4840
C: -4.9605 0.8339 0.7600  -0.9514
C: -5.1664 -0.0236 -0.4845  -0.2204
C: -4.5353 0.6479 -1.6995  -0.9537
C: -3.0532 0.9170 -1.4566  -0.3628
H: -2.5300 -0.0318 -1.3169  -0.3150
H: -2.6221 1.4079 -2.3323  0.5254
H: -4.6575 0.0137 -2.5805  0.4336
H: -5.0464 1.5937 -1.8954  0.3454
H: -6.2334 -0.1813 -0.6566  0.3757
H: -4.7053 -1.0021 -0.3332  -0.0890
H: -5.3874 0.3331 1.6322  0.3971
H: -5.4831 1.7852 0.6332  0.3407
H: -3.3542 1.7177 1.8844  0.5193
H: -2.9607 0.1545 1.1706  -0.0847
H: -3.3632 2.7462 -0.3834  0.4462
H: -0.8737 1.1983 0.4246  -0.7118
H: -1.7495 3.2187 1.7834  0.3925
H: 2.2475 4.1298 0.6881  0.4364
H: 0.9386 4.2589 -0.4883  0.5080
H: 3.5026 2.2952 0.8898  0.7545
C: 3.8800 1.1878 -0.9200  0.6652
C: 4.5766 2.4176 -1.4997  -1.6908
H: 5.2652 2.8413 -0.7711  0.3684
H: 3.8355 3.1684 -1.7577  0.3740
H: 5.1394 2.1553 -2.3927  0.4264
C: 4.9164 0.1581 -0.4763  -1.2949
H: 5.4424 0.5022 0.4126  0.3013
H: 5.6488 0.0130 -1.2680  0.4897
H: 4.4578 -0.8049 -0.2688  0.0040
H: 3.2616 0.7501 -1.7099  0.2065
H: 1.8114 0.8690 1.8971  0.1880
H: 3.2262 -0.0917 1.4688  0.4491
H: 0.6805 -1.2355 1.9491  0.7117
C: 2.0229 -2.6363 1.0273  -1.6140
N: 2.6098 -2.9041 -0.2733  -0.1034
C: 3.6764 -3.8815 -0.2232  -1.0751
H: 4.0567 -4.0422 -1.2308  0.3336
H: 3.3650 -4.8503 0.1971  0.3694
H: 4.4851 -3.4888 0.3949  0.3166
H: 1.8853 -3.2325 -0.9058  0.1990
H: 1.5812 -3.5326 1.4936  0.6154
H: 2.8324 -2.2985 1.6830  0.5357
H: -1.0257 -2.9852 1.9330  0.3894
H: -0.5222 -4.0689 0.6354  0.3224
H: -3.0209 -2.3278 0.6378  -0.0074
H: -2.9677 -4.0591 0.9589  0.4728
H: -3.6808 -3.6895 -1.3529  0.3869
H: -2.0845 -4.4386 -1.3648  0.3903

Calculated values
**ΔE to the lowest compared entry with this formula, charge and spin**: 15.48 kJ/mol
**F_max**: 0.54 eV/Å
**Multiplicity**: 1
**SMILES**: CCCC[C@@H](CNC)NC[C@H](NCCCCC1CCCCC1)C(C)C
**Lowest unoccupied orbital energy**: 0.9 eV

***

Record 5
Below is a structure of composition C10H14CaN2P at a distorted geometry, with properties calculated with ωB97M-V/def2-TZVPD.

Last column: Mulliken charge in e.
CARTESIAN COORDINATES (ANGSTROEM)
C: -0.4217 0.2218 -1.6397  -0.2492
C: -1.3021 -0.8379 -1.4151  -0.8609
C: -0.6903 -2.0609 -1.8098  -0.5085
C: 0.6151 -1.7982 -2.3148  -0.5819
C: 0.8861 -0.4301 -2.2339  -0.7154
Ca: 2.3396 2.2668 0.0390  -0.4291
P: 0.4206 4.1043 -0.6720  -0.3869
H: -0.6000 1.2880 -1.4976  0.4557
H: -2.3049 -0.7442 -0.9980  0.4043
H: -1.1560 -3.0433 -1.7433  0.4115
H: 1.7832 0.1068 -2.5524  0.3825
H: 1.3007 -2.5515 -2.7015  0.3936
H: -0.9925 3.9453 -0.4317  0.0819
H: 0.3133 4.5045 -2.0534  0.1434
H: 0.5220 5.4385 -0.1371  0.1692
N: -1.3873 -2.3100 2.0876  -0.4859
C: -0.4890 -1.3149 1.8852  1.2103
C: 0.8094 -1.6098 1.4100  -0.6808
C: 1.6525 -0.5716 1.0803  -0.1276
N: 1.2694 0.7338 1.2388  0.0457
C: 0.0318 1.0286 1.7470  -0.4722
C: -0.8609 0.0341 2.0861  -0.6191
H: -1.1366 -3.2833 1.9726  0.1986
H: -2.3182 -2.1196 2.4380  0.1779
H: 1.1064 -2.6430 1.2185  0.2781
H: 2.6587 -0.7311 0.6814  0.2116
H: -0.1911 2.0937 1.8623  0.2476
H: -1.8580 0.2830 2.4533  0.3057

Calculated values
**ΔE to the lowest compared entry with this formula, charge and spin**: 48.54 kJ/mol
**F_max**: 3.81 eV/Å
**Multiplicity**: 1
**Charge**: -1
**Lowest unoccupied orbital energy**: 2.8 eV

***

Record 6
Below is an isolated molecule of C3H8ClNOS at a distorted geometry, with properties calculated with ωB97M-V/def2-TZVPD.

Last column: Mulliken charge in e.
CARTESIAN COORDINATES (ANGSTROEM)
C: 0.0527 -0.8225 -1.8649  -1.0631
C: 0.0343 0.3138 -0.8810  -0.5295
C: -0.9988 0.7112 1.2783  -0.9434
N: -0.1960 -0.1186 0.4651  0.0596
O: 0.7885 -1.4354 2.4424  -0.4995
S: 1.0873 -0.8799 1.1471  0.5539
Cl: 2.3182 0.9030 1.6337  -0.3235
H: -0.8824 -1.5337 -1.9306  0.2742
H: 0.9303 -1.4754 -1.8057  0.3122
H: 0.0985 -0.1748 -2.7721  0.3385
H: -0.6547 1.1431 -1.0030  0.5102
H: 1.0414 0.5503 -1.0493  0.2771
H: -1.0399 0.1279 2.2195  0.3199
H: -0.6240 1.7488 1.3543  0.3788
H: -1.9556 0.9422 0.7662  0.3345

Calculated values
**ΔE to the lowest compared entry with this formula, charge and spin**: 15.73 kJ/mol
**F_max**: 3.52 eV/Å
**Multiplicity**: 1
**Lowest unoccupied orbital energy**: 0.2 eV

***

Number 1: DFT total energy -715.527230 hartree, orbital gap 7.54 eV. Number 2: DFT total energy -324.705696 hartree, orbital gap 10.99 eV. Number 3: DFT total energy -11412.874783 hartree, orbital gap 6.58 eV. Number 4: DFT total energy -1030.737768 hartree, orbital gap 9.01 eV. Number 5: DFT total energy -1517.794818 hartree, orbital gap 3.61 eV. Number 6: DFT total energy -1107.425828 hartree, orbital gap 10.05 eV.